{
  "formula": "C5H6N4",
  "method": "wB97M-V/def2-TZVPD",
  "homo_energy_ev": -9.8,
  "molar_mass_da": 122.13,
  "smiles": "C#CCNn1ccnn1",
  "total_charge": 0,
  "orbital_gap_ev": 10.33,
  "total_energy_ev": -11235.9041,
  "relative_energy_ev": 5.763,
  "symbols": ["C", "C", "C", "N", "N", "C", "C", "N", "N", "H", "H", "H", "H", "H", "H"],
  "positions_angstrom": [[-1.9734, 0.8089, -2.3139], [-0.9305, 1.0469, -1.7455], [0.3519, 1.1734, -0.8959], [1.1346, -0.0267, -0.7360], [0.6565, -0.8381, 0.1962], [0.5612, -0.3092, 1.4401], [-0.1208, -1.2962, 2.0601], [-0.2302, -2.3877, 1.2890], [0.0958, -2.1220, 0.1369], [-3.0198, 0.8827, -2.7696], [-0.2298, 1.6117, 0.1480], [0.9515, 1.9922, -1.5516], [1.9156, 0.4552, -0.3543], [1.1607, 0.5332, 1.8548], [-0.3233, -1.5244, 3.2418]],
  "forces_ev_per_a": [[-1.475, 1.074, -0.373], [0.610, -1.139, 0.459], [-4.218, 3.338, -1.668], [0.569, 1.740, -3.183], [-0.620, -0.304, 2.310], [-0.143, -1.082, 0.979], [0.163, -1.308, 6.697], [-2.298, -0.645, 1.746], [2.333, 1.830, -3.850], [2.363, -0.471, 0.870], [2.418, -0.917, -2.487], [-0.920, -1.854, 2.226], [1.768, -0.781, 0.284], [-1.048, -0.649, -0.768], [0.498, 1.168, -3.241]]
}



{
  "formula": "C5H6N4O2",
  "method": "wB97M-V/def2-TZVPD",
  "homo_energy_ev": [-5.6, -9.4],
  "molar_mass_da": 154.13,
  "total_charge": 0,
  "orbital_gap_ev": [6.13, 6.38],
  "total_energy_ev": -15332.9584,
  "relative_energy_ev": 0.215,
  "multiplicity": 3,
  "symbols": ["C", "C", "C", "C", "C", "N", "N", "N", "N", "O", "O", "H", "H", "H", "H", "H", "H"],
  "positions_angstrom": [[0.3427, -0.8495, -2.2997], [-0.6609, -0.1490, -1.7810], [1.1065, -0.0097, -0.4998], [0.0023, 1.7368, 1.1908], [-0.9424, 1.2897, 0.2299], [1.4830, -0.6969, -1.5785], [1.1878, 1.2836, 1.4064], [-0.2093, 0.4136, -0.6244], [1.7501, 0.3818, 0.6082], [-0.8627, -1.7640, 1.8043], [-2.0500, 1.6576, 0.0127], [0.4814, -1.2380, -3.2928], [-1.6378, -0.3555, -1.9636], [-0.4712, 2.5604, 1.8108], [2.7920, 0.1191, 0.6815], [-1.6075, -2.3999, 1.5448], [-0.7039, -1.9801, 2.7504]],
  "forces_ev_per_a": [[3.722, -0.418, -1.669], [0.208, 0.411, 2.169], [-1.174, 0.909, -0.395], [-5.039, 1.919, -0.098], [4.232, -0.066, 2.054], [0.360, -0.477, 0.748], [3.863, 0.751, 3.397], [-0.210, -1.791, -1.954], [1.687, -1.763, -2.429], [-1.427, -1.632, 0.310], [-3.228, 0.643, -0.985], [-0.560, -0.522, -0.001], [-2.887, 0.556, -0.651], [1.338, -0.979, -0.393], [-2.358, 0.775, 0.279], [1.609, 1.407, 0.551], [-0.135, 0.277, -0.932]]
}



{
  "formula": "C5H6N4O4P2",
  "method": "wB97M-V/def2-TZVPD",
  "homo_energy_ev": -9.9,
  "molar_mass_da": 248.08,
  "total_charge": 0,
  "orbital_gap_ev": 8.78,
  "total_energy_ev": -38008.3179,
  "relative_energy_ev": 0.663,
  "symbols": ["C", "C", "C", "C", "C", "N", "N", "N", "N", "O", "O", "O", "O", "P", "P", "H", "H", "H", "H", "H", "H"],
  "positions_angstrom": [[-0.7193, 0.8000, -1.0994], [-1.0924, -0.9928, -0.2158], [1.0283, 0.2569, 0.8129], [1.5475, -0.7180, -0.8560], [0.2265, -0.1188, -0.4170], [-1.7995, 0.0451, -0.7969], [2.1227, -0.4525, 0.4131], [-4.7555, 0.5909, -0.0112], [4.5409, 0.4863, 0.1163], [-0.6479, 1.8757, -1.6718], [-1.3291, -2.0779, 0.1792], [0.9199, 0.8976, 1.8320], [2.0864, -1.1141, -1.8477], [-5.7951, -0.3580, 0.6577], [3.7657, -0.7858, 0.9873], [-5.1179, 1.5208, -0.1806], [-2.8459, 0.1627, -0.9429], [4.3033, 1.3464, 0.6038], [4.5791, 0.2774, -0.8971], [-4.8017, -1.5107, 1.1379], [3.7840, -0.1312, 2.1963]],
  "forces_ev_per_a": [[0.272, 3.712, -1.699], [1.288, 0.719, -0.400], [0.159, 1.093, 2.595], [1.511, -0.060, -0.448], [-0.204, -1.094, 0.494], [-3.222, -1.096, -0.025], [-0.062, -0.857, -0.310], [0.546, -0.011, 0.261], [-0.010, -1.744, 1.026], [0.127, -1.813, 0.859], [-0.399, -0.370, 0.321], [-0.695, -0.280, -1.020], [-0.691, -0.085, 0.238], [1.233, -1.518, 1.029], [0.792, -0.174, -2.052], [-0.305, 0.107, -0.503], [1.485, 0.055, 0.418], [0.257, 0.326, -1.581], [-0.078, 1.216, 1.084], [-1.385, 1.374, -0.960], [-0.618, 0.498, 0.674]]
}



{
  "formula": "C5H6N5O3S",
  "method": "wB97M-V/def2-TZVPD",
  "homo_energy_ev": -13.2,
  "molar_mass_da": 216.20,
  "total_charge": 1,
  "orbital_gap_ev": 8.22,
  "total_energy_ev": -29700.9834,
  "relative_energy_ev": 1.122,
  "symbols": ["C", "C", "C", "C", "C", "N", "N", "N", "N", "N", "O", "O", "O", "S", "H", "H", "H", "H", "H", "H"],
  "positions_angstrom": [[-0.0640, 0.9947, -0.7154], [0.7402, 2.4387, 2.2887], [0.2926, 1.3577, 0.5587], [0.3332, 0.3968, 1.6351], [-0.1741, -1.5953, 0.3161], [-0.4807, -0.2225, -0.9832], [0.4628, 2.5926, 1.0175], [0.5924, 1.1526, 2.7216], [0.2352, -0.9735, 1.4073], [-0.2653, -2.7893, 0.1215], [-1.7717, -1.8704, -2.2331], [-1.2997, 0.3301, -3.2748], [0.4562, -1.4269, -3.2518], [-0.8964, -0.8095, -2.5599], [-0.4043, 1.8252, -1.4966], [0.9771, 3.1153, 2.9862], [0.6587, 0.8139, 3.6401], [0.0701, -1.5328, 2.2276], [-0.4251, -3.1662, -0.8081], [0.9626, -0.6313, -3.5976]],
  "forces_ev_per_a": [[-2.835, 1.602, -2.516], [-1.541, -0.991, -2.754], [-0.334, -2.708, 1.202], [0.106, 0.865, -2.878], [-0.418, 0.569, -3.171], [1.929, -2.747, 1.082], [1.483, 1.599, 1.863], [-0.127, -1.999, -1.725], [-0.028, 2.404, 3.324], [0.016, 0.362, -0.741], [0.570, -0.414, -0.387], [0.068, 0.788, -0.616], [-0.970, 1.965, 1.125], [0.381, -0.430, 0.493], [1.368, -1.670, 1.447], [0.723, 2.850, 2.121], [0.270, -0.248, 1.406], [0.320, -0.484, 0.308], [-0.392, -0.113, 0.180], [-0.588, -1.201, 0.238]]
}



{
  "formula": "C5H6N5O3S",
  "method": "wB97M-V/def2-TZVPD",
  "homo_energy_ev": -13.3,
  "molar_mass_da": 216.20,
  "smiles": "N#CNc1[nH]cnc1C=[N+]=S(=O)(O)O",
  "total_charge": 1,
  "orbital_gap_ev": 8.30,
  "total_energy_ev": -29700.4150,
  "relative_energy_ev": 1.691,
  "symbols": ["N", "C", "N", "C", "N", "C", "N", "C", "C", "N", "S", "O", "O", "O", "H", "H", "H", "H", "H", "H"],
  "positions_angstrom": [[-1.7228, -0.5012, -2.0880], [-1.4065, -1.2425, -1.2809], [-1.1326, -1.9982, -0.2009], [-0.0847, -1.7319, 0.6542], [0.3924, -2.6571, 1.5069], [1.4236, -2.0621, 2.2814], [1.5781, -0.8518, 1.9086], [0.5923, -0.5261, 0.9546], [0.6545, 0.7843, 0.5557], [-0.2711, 1.5065, -0.0613], [-0.4106, 2.6413, -1.0876], [-1.6765, 3.2607, -1.0929], [-0.1125, 1.9191, -2.4657], [0.8131, 3.6362, -0.9747], [-1.2767, -3.0159, -0.3155], [-0.2709, -3.4826, 1.8434], [1.7806, -2.7266, 3.1232], [1.4084, 1.2051, 1.2251], [-0.8015, 1.4805, -2.9753], [0.5234, 4.3621, -1.5101]],
  "forces_ev_per_a": [[-0.034, 0.479, -0.927], [-0.054, -0.082, 1.096], [0.600, -1.727, 0.063], [-0.446, 1.194, 0.418], [-2.475, -2.169, 0.686], [-1.263, -1.251, 0.337], [0.446, 0.042, 0.960], [0.977, -2.309, -0.286], [-1.227, 1.978, 0.784], [0.513, -0.494, -0.474], [0.049, -2.659, -0.197], [0.301, 0.472, 0.117], [1.570, 1.570, 0.802], [-0.947, -1.808, 0.233], [-0.277, 0.882, -0.138], [2.309, 2.068, -1.043], [0.267, 1.458, -1.165], [0.441, 0.862, -0.881], [-0.935, -0.187, 0.402], [0.183, 1.682, -0.787]]
}



{
  "formula": "C5H6N6",
  "method": "wB97M-V/def2-TZVPD",
  "homo_energy_ev": -17.7,
  "molar_mass_da": 150.15,
  "total_charge": 2,
  "orbital_gap_ev": 4.29,
  "total_energy_ev": -14196.4010,
  "relative_energy_ev": 0.000,
  "symbols": ["C", "C", "C", "C", "C", "N", "N", "N", "N", "N", "N", "H", "H", "H", "H", "H", "H"],
  "positions_angstrom": [[4.0428, -0.3073, -0.7158], [2.9124, -0.1920, 1.0513], [-0.0172, 1.2001, -0.1616], [-1.4794, -0.5591, -0.0222], [-2.6861, -1.2374, -0.0578], [4.0755, -0.5005, 0.5794], [2.8294, -0.1032, -1.1602], [-0.4202, -1.2116, 0.1264], [2.1065, 0.0403, 0.0328], [-1.3180, 0.8540, -0.1492], [0.7958, 0.1866, 0.1312], [4.8226, -0.3388, -1.4716], [2.7602, -0.1751, 2.0658], [0.1830, 2.2836, -0.3592], [-3.6259, -0.8626, 0.0068], [-2.7722, -2.2694, -0.1491], [-2.0550, 1.4661, -0.3842]],
  "forces_ev_per_a": [[-1.800, -0.304, -2.969], [3.387, -1.538, 0.307], [-1.108, -0.137, 0.195], [-0.620, 3.118, -0.484], [1.179, -0.524, 0.076], [1.550, 0.517, 3.610], [-1.434, 0.983, -1.069], [4.671, 0.134, 0.316], [-2.193, 0.467, -1.833], [1.727, -1.436, 0.062], [-2.146, -1.069, -1.051], [0.234, -0.234, 0.534], [-1.122, 0.097, 2.172], [0.646, -1.084, 0.251], [-2.806, 2.133, 0.145], [0.773, -2.192, -0.065], [-0.940, 1.067, -0.196]]
}



{
  "formula": "C5H6NO",
  "method": "wB97M-V/def2-TZVPD",
  "homo_energy_ev": -14.1,
  "molar_mass_da": 96.11,
  "smiles": "C[N@@H+]1CC1=C=C=O",
  "total_charge": 1,
  "orbital_gap_ev": 8.40,
  "total_energy_ev": -8808.1407,
  "relative_energy_ev": 4.810,
  "symbols": ["C", "N", "C", "C", "C", "C", "O", "H", "H", "H", "H", "H", "H"],
  "positions_angstrom": [[-0.8500, -1.1451, -0.1079], [-0.7583, 0.1195, 0.4859], [-0.9049, 1.3679, -0.2818], [0.4296, 0.9435, 0.0668], [1.6605, 0.5706, -0.0569], [2.7271, -0.1868, 0.1246], [3.6577, -0.7899, 0.3837], [0.1735, -1.4020, -0.2800], [-1.2822, -1.9325, 0.4770], [-1.1932, -1.1629, -1.1079], [-1.1532, 0.0273, 1.4832], [-1.4227, 2.2917, 0.1834], [-1.0838, 1.2988, -1.3703]],
  "forces_ev_per_a": [[1.367, -2.362, -1.387], [-2.281, 0.476, 3.046], [-0.126, 2.919, -0.420], [1.185, -0.540, 0.383], [0.282, 0.286, -0.169], [-1.649, 0.949, 0.639], [0.542, -0.212, -0.362], [0.830, -0.925, 0.173], [-0.527, 0.061, 0.453], [-1.188, 0.380, -0.889], [1.035, 1.209, -1.697], [0.927, -1.841, -0.462], [-0.395, -0.400, 0.692]]
}



{
  "formula": "C5H6NO6S2",
  "method": "wB97M-V/def2-TZVPD",
  "homo_energy_ev": -4.7,
  "molar_mass_da": 240.24,
  "total_charge": -1,
  "orbital_gap_ev": 7.59,
  "total_energy_ev": -40727.8790,
  "relative_energy_ev": 0.000,
  "symbols": ["C", "C", "C", "C", "C", "N", "O", "O", "O", "O", "O", "O", "S", "S", "H", "H", "H", "H", "H", "H"],
  "positions_angstrom": [[-2.5615, -0.8078, -0.1673], [1.6446, -0.4037, -2.5019], [-0.1666, 0.5608, 0.9281], [-2.1525, -1.4740, 1.1475], [0.3330, 1.8974, 1.1701], [1.3457, 2.5340, 0.3742], [-3.7766, -0.9931, -0.4219], [2.0899, 0.3489, -3.3262], [-1.6259, -0.2635, -0.8455], [1.7574, -1.5436, -2.1703], [0.7158, 0.3919, -1.4782], [1.7945, -0.9373, 0.4144], [-1.1979, -0.2413, 2.0872], [0.3265, -0.6159, -0.3244], [-1.6652, -2.3797, 0.8921], [-2.8955, -1.7917, 1.8994], [0.0237, 2.4979, 1.9869], [2.2396, -1.4648, -0.2120], [2.1204, 2.7635, 0.9809], [1.6504, 1.9221, -0.4330]],
  "forces_ev_per_a": [[-2.578, -1.506, 0.359], [0.602, 2.340, -1.055], [1.568, 3.551, 1.193], [0.225, 1.291, 0.576], [0.119, -4.520, -2.815], [-0.616, -1.511, -0.491], [1.661, 1.006, -0.674], [-0.297, 0.204, -0.065], [-1.786, 0.130, -0.474], [0.034, -2.555, 0.582], [0.278, -0.573, 0.294], [-0.701, 1.824, 1.324], [0.290, -0.138, 1.003], [0.116, 0.787, 0.715], [1.274, -0.776, -0.109], [-0.338, 0.584, -0.868], [-0.631, 0.087, 0.730], [1.035, -1.349, -1.416], [0.203, 0.137, -0.172], [-0.459, 0.985, 1.363]]
}



{
  "formula": "C5H6NS",
  "method": "wB97M-V/def2-TZVPD",
  "homo_energy_ev": [-14.0, -14.0],
  "molar_mass_da": 112.18,
  "smiles": "C[C@]12C=[N+]1C=CS2",
  "total_charge": 1,
  "orbital_gap_ev": [9.10, 9.09],
  "total_energy_ev": -17596.2460,
  "relative_energy_ev": 3.189,
  "symbols": ["C", "C", "C", "N", "C", "C", "S", "H", "H", "H", "H", "H", "H"],
  "positions_angstrom": [[1.3234, 1.0222, -0.3326], [0.2002, 0.2942, 0.4213], [0.2427, -1.0628, 0.8691], [-0.4995, -1.1055, -0.1390], [-1.7555, -0.9040, -0.6882], [-2.2872, 0.1594, -0.0022], [-1.3428, 1.0612, 0.9662], [1.0492, 2.0516, -0.4308], [1.2876, 0.4751, -1.2361], [2.3390, 0.9872, 0.1273], [0.3450, -1.8866, 1.5202], [-2.2370, -1.5543, -1.3349], [-3.3126, 0.0691, 0.1418]],
  "forces_ev_per_a": [[-0.502, -0.505, 1.948], [0.595, -0.187, 0.589], [-0.180, -0.515, 0.046], [-0.505, 0.772, -2.416], [1.345, 1.741, 2.131], [-0.135, -2.454, -1.659], [1.513, 1.923, 1.154], [-0.199, 0.553, -0.476], [0.533, -0.049, -1.500], [-0.943, -0.397, -0.124], [0.994, -0.373, 1.235], [-0.556, -1.266, -0.978], [-1.960, 0.755, 0.049]]
}



{
  "formula": "C5H6O",
  "method": "wB97M-V/def2-TZVPD",
  "homo_energy_ev": -9.4,
  "molar_mass_da": 82.10,
  "smiles": "C=C=CCC=O",
  "total_charge": 0,
  "orbital_gap_ev": 10.03,
  "total_energy_ev": -7326.7735,
  "relative_energy_ev": 2.511,
  "symbols": ["C", "C", "C", "C", "C", "O", "H", "H", "H", "H", "H", "H"],
  "positions_angstrom": [[2.0292, 0.3659, 0.7180], [1.3587, 0.1112, -0.3703], [0.2629, -0.1280, -1.0377], [-0.8395, -0.8477, -0.2643], [-1.5867, 0.3650, 0.2670], [-2.0912, 1.0589, -0.5852], [2.9821, -0.0457, 1.0196], [1.4893, 0.9961, 1.4205], [0.0274, 0.3001, -2.0070], [-1.5394, -1.3373, -0.9442], [-0.4618, -1.5685, 0.4658], [-1.6310, 0.7301, 1.3178]],
  "forces_ev_per_a": [[0.029, 0.061, 0.145], [-0.424, -0.161, 0.361], [0.550, -0.380, -0.104], [-0.106, -0.137, -0.107], [-0.417, 0.489, -0.774], [-0.491, 0.261, 0.483], [-0.043, -0.127, -0.134], [0.522, 0.423, 0.000], [0.011, 0.000, 0.223], [0.086, -0.116, 0.067], [0.004, 0.325, -0.050], [0.279, -0.637, -0.111]]
}